Computed, not measured: a 2-piece molecular cluster, C2H9N2O overall in a non-equilibrium geometry, with ωB97M-V with the def2-TZVPD basis set.

2S+1: 2
HOMO-LUMO gap (alpha / beta), eV: 13.75 / 7.92
Highest occupied orbital energy (alpha / beta), eV: -22.307 / -22.083
Charge: +2

Last column: Löwdin spin population.
Atoms and positions in Å:
N -0.795 1.179 2.173  0.030
H -1.780 0.904 2.165  0.000
H -0.329 0.750 2.979  0.000
H -0.242 0.876 1.315  0.007
H -0.708 2.200 2.191  0.000
C -0.739 -1.294 -0.288  0.078
C 0.366 -0.357 -0.758  0.084
N 0.912 -0.491 -1.917  0.017
O 0.636 0.630 0.022  0.766
H -1.654 -0.729 -0.113  0.000
H -0.395 -1.851 0.584  0.000
H -0.977 -2.008 -1.080  0.016
H 1.545 0.233 -2.251  0.001
H 0.638 -1.258 -2.522  0.001